Computed, not measured: the molecule C3H11N5 in a non-equilibrium geometry, with ωB97M-V/def2-TZVPD.

* SMILES string: CNC/C(=N\N)NN
* E_HOMO: -8.169 eV
* E_tot: -10734.5730 eV

```
19
Properties=species:S:1:pos:R:3:mulliken_charge:R:1
C -1.743 -1.256 -0.776 -0.779
N -1.435 -0.830 0.599 -0.282
C -0.177 -0.771 0.891 -0.958
C 0.732 0.192 0.004 0.405
N 1.976 0.222 -0.402 -0.338
N 2.919 -0.689 -0.007 -0.586
N -0.176 1.265 -0.544 -0.212
N -0.704 2.126 0.516 -0.643
H -2.790 -1.268 -0.927 0.341
H -1.229 -0.506 -1.512 0.267
H -1.157 -2.176 -1.085 0.250
H -2.023 -0.023 0.936 0.333
H 0.216 -1.799 0.659 0.357
H 0.183 -0.561 1.822 0.465
H 3.882 -0.046 0.071 0.284
H 2.610 -1.096 0.874 0.247
H 0.376 1.769 -1.342 0.263
H 0.060 3.070 0.415 0.303
H -1.521 2.377 -0.190 0.282
```

Computed, not measured: a 2-piece molecular cluster, H3OS2 overall in a non-equilibrium geometry, with ωB97M-V/def2-TZVPD.

* total charge: -1
* E_HOMO: -2.532 eV
* E_tot: -23767.8360 eV

```
6
Properties=species:S:1:pos:R:3:mulliken_charge:R:1
O 0.898 1.669 1.437 -0.667
H 0.017 1.143 1.492 0.327
S -0.788 -1.425 0.272 -0.719
S -1.420 -1.370 -1.793 -0.317
H 1.477 1.317 0.787 0.306
H -0.184 -1.333 -2.196 0.069
```

| no. | orbital gap (eV) |
| --- | --- |
| 1 | 9.052 |
| 2 | 6.244 |